Molecular formula: C20H55FNO7S6Si
Method: DFT, the ωB97M-V functional and the def2-TZVPD basis

Bonds (Å) are listed after each position.
Cartesian coordinates (Å):
1 C -1.18 0.60 0.49  C2 1.526, H13 1.078, H14 1.083, H15 1.078
2 C -0.75 -0.76 -0.06  C1 1.526, F3 1.369, N4 1.498, H16 1.077
3 F -1.37 -0.95 -1.26  C2 1.369
4 N -1.04 -1.88 0.89  C2 1.498, C5 1.529, C8 1.499, H17 1.019
5 C 0.13 -2.86 0.88  N4 1.529, C6 1.538, H18 1.074, H19 1.076
6 C -0.52 -4.23 1.08  C5 1.538, O7 1.470, H20 1.071, H21 1.076
7 O -1.89 -3.86 1.46  C6 1.470, C8 1.390
8 C -2.19 -2.80 0.60  N4 1.499, O7 1.390, Si9 1.919, H22 1.092
9 Si -4.02 -2.29 0.90  C8 1.919, C10 1.874, C11 1.884, C12 1.877
10 C -4.41 -2.00 2.71  Si9 1.874, H23 1.079, H24 1.084, H25 1.086
11 C -4.48 -0.72 -0.04  Si9 1.884, H26 1.083, H27 1.084, H28 1.081
12 C -5.03 -3.70 0.20  Si9 1.877, H29 1.084, H30 1.086, H31 1.079
13 H -2.11 0.91 0.06  C1 1.078
14 H -1.33 0.55 1.57  C1 1.083
15 H -0.43 1.33 0.23  C1 1.078
16 H 0.31 -0.69 -0.27  C2 1.077
17 H -0.99 -1.49 1.83  N4 1.019
18 H 0.62 -2.92 -0.07  C5 1.074
19 H 0.84 -2.67 1.67  C5 1.076
20 H -0.15 -4.81 1.90  C6 1.071
21 H -0.65 -4.76 0.15  C6 1.076
22 H -2.12 -3.16 -0.42  C8 1.092
23 H -4.37 -2.91 3.29  C10 1.079
24 H -5.44 -1.66 2.73  C10 1.084
25 H -3.82 -1.23 3.18  C10 1.086
26 H -5.56 -0.63 0.05  C11 1.083
27 H -4.06 0.16 0.44  C11 1.084
28 H -4.19 -0.77 -1.08  C11 1.081
29 H -4.60 -4.63 0.57  C12 1.084
30 H -4.91 -3.71 -0.88  C12 1.086
31 H -6.07 -3.64 0.49  C12 1.079
32 C -4.46 3.72 3.84  S33 1.792, H36 1.088, H37 1.089, H38 1.089
33 S -4.06 2.09 3.20  C32 1.792, O34 1.496, C35 1.796
34 O -3.25 2.30 1.96  S33 1.496
35 C -5.73 1.68 2.69  S33 1.796, H39 1.090, H40 1.090, H41 1.086
36 H -3.54 4.19 4.18  C32 1.088
37 H -4.91 4.32 3.05  C32 1.089
38 H -5.15 3.62 4.67  C32 1.089
39 H -6.09 2.43 1.98  C35 1.090
40 H -6.38 1.65 3.56  C35 1.090
41 H -5.71 0.70 2.21  C35 1.086
42 C 3.84 2.61 -0.14  S43 1.790, H46 1.088, H47 1.093, H48 1.090
43 S 2.90 1.08 -0.16  C42 1.790, O44 1.488, C45 1.801
44 O 3.85 -0.03 0.14  S43 1.488
45 C 2.63 1.07 -1.94  S43 1.801, H49 1.091, H50 1.090, H51 1.090
46 H 4.16 2.79 0.89  C42 1.088
47 H 4.72 2.51 -0.78  C42 1.093
48 H 3.21 3.43 -0.47  C42 1.090
49 H 3.59 1.08 -2.46  C45 1.091
50 H 2.04 1.94 -2.22  C45 1.090
51 H 2.09 0.16 -2.20  C45 1.090
52 C 4.21 -6.11 -0.33  S53 1.793, H56 1.088, H57 1.090, H58 1.089
53 S 3.15 -4.67 -0.29  C52 1.793, O54 1.501, C55 1.794
54 O 2.10 -4.93 0.75  S53 1.501
55 C 2.40 -4.94 -1.90  S53 1.794, H59 1.090, H60 1.083, H61 1.090
56 H 4.75 -6.16 0.61  C52 1.088
57 H 3.60 -7.01 -0.45  C52 1.090
58 H 4.92 -6.02 -1.15  C52 1.089
59 H 1.91 -5.91 -1.91  C55 1.090
60 H 3.16 -4.89 -2.67  C55 1.083
61 H 1.66 -4.16 -2.07  C55 1.090
62 C 7.72 2.64 -3.99  S63 1.795, H66 1.088, H67 1.089, H68 1.090
63 S 6.80 2.11 -2.54  C62 1.795, O64 1.489, C65 1.794
64 O 6.45 3.34 -1.78  S63 1.489
65 C 8.18 1.34 -1.70  S63 1.794, H69 1.090, H70 1.090, H71 1.088
66 H 7.04 3.19 -4.64  C62 1.088
67 H 8.54 3.29 -3.68  C62 1.089
68 H 8.10 1.77 -4.52  C62 1.090
69 H 8.97 2.07 -1.54  C65 1.090
70 H 8.54 0.50 -2.30  C65 1.090
71 H 7.82 0.97 -0.74  C65 1.088
72 C -2.97 7.89 4.03  S73 1.798, H76 1.088, H77 1.090, H78 1.090
73 S -4.04 7.28 5.34  C72 1.798, O74 1.488, C75 1.796
74 O -5.30 6.82 4.70  S73 1.488
75 C -4.36 8.88 6.08  S73 1.796, H79 1.090, H80 1.090, H81 1.088
76 H -2.68 7.04 3.41  C72 1.088
77 H -3.51 8.62 3.43  C72 1.090
78 H -2.08 8.34 4.47  C72 1.090
79 H -4.81 9.55 5.34  C75 1.090
80 H -3.43 9.30 6.45  C75 1.090
81 H -5.05 8.74 6.91  C75 1.088
82 C 2.52 -2.05 -5.03  S83 1.798, H86 1.089, H87 1.090, H88 1.090
83 S 1.56 -3.57 -5.12  C82 1.798, O84 1.487, C85 1.795
84 O 2.48 -4.68 -4.74  S83 1.487
85 C 1.42 -3.61 -6.90  S83 1.795, H89 1.089, H90 1.090, H91 1.088
86 H 2.76 -1.86 -3.99  C82 1.089
87 H 3.44 -2.17 -5.61  C82 1.090
88 H 1.93 -1.23 -5.43  C82 1.090
89 H 2.41 -3.62 -7.35  C85 1.089
90 H 0.86 -2.74 -7.24  C85 1.090
91 H 0.88 -4.52 -7.18  C85 1.088

Output
Multiplicity = 1
HOMO level = -10.595 eV
HOMO-LUMO gap = 8.7215 eV
E_tot = -113051.0036 eV
Total charge = +1

Charges computed using Mulliken, reported in e: C -1.44; C 0.74; F -0.38; N 0.39; C -0.30; C -0.47; O -0.50; C -0.10; Si 0.15; C -1.01; C -0.89; C -1.12; H 0.37; H 0.32; H 0.30; H 0.28; H 0.45; H 0.05; H 0.31; H 0.35; H 0.32; H 0.23; H 0.37; H 0.34; H 0.32; H 0.44; H 0.08; H 0.38; H 0.33; H 0.34; H 0.35; C -1.09; S 0.56; O -0.64; C -0.83; H 0.33; H 0.36; H 0.40; H 0.36; H 0.45; H 0.00; C -0.61; S 0.52; O -0.67; C -0.79; H 0.37; H 0.01; H 0.34; H 0.31; H 0.42; H 0.14; C -1.04; S 0.54; O -0.62; C -0.91; H 0.36; H 0.32; H 0.39; H 0.42; H 0.54; H 0.07; C -1.04; S 0.60; O -0.67; C -1.00; H 0.33; H 0.34; H 0.37; H 0.36; H 0.35; H 0.29; C -0.89; S 0.55; O -0.61; C -0.98; H 0.28; H 0.31; H 0.36; H 0.31; H 0.37; H 0.33; C -0.87; S 0.57; O -0.63; C -1.04; H 0.16; H 0.39; H 0.39; H 0.31; H 0.38; H 0.35